[1]
15
Properties=species:S:1:pos:R:3:lowdin_charge:R:1 method="wB97M-V/def2-TZVPD" charge=0 total_energy_ha=-324.8572 smiles=OCCNCO largest_force_ev_per_a=4.01 homo_ev=-8.943 e_above_lowest_kcal_mol=72.4
O 2.44822 -0.23807 -0.50544 -0.1387
C 1.10543 0.40202 -0.54163 -0.2305
C 0.50654 0.22993 0.86755 -0.2727
N -0.83871 0.74677 1.03789 -0.0804
C -1.87613 -0.04617 0.16847 -0.2064
O -1.33640 -1.06657 -0.80262 -0.1484
H 3.09314 0.40601 -0.94131 0.1027
H 1.17773 1.51651 -0.90431 0.1402
H 0.55693 -0.26836 -1.28083 0.1073
H 0.42784 -0.85258 1.02594 0.1203
H 1.13977 0.71754 1.57988 0.1047
H -0.78487 1.80559 0.76816 0.1332
H -2.65084 -0.51738 0.89379 0.1202
H -2.48131 0.78952 -0.32760 0.1120
H -1.91703 -1.90175 -0.58083 0.1365



[2]
7
Properties=species:S:1:pos:R:3:lowdin_charge:R:1 method="wB97M-V/def2-TZVPD" charge=+1 total_energy_ha=-838.9951 largest_force_ev_per_a=2.64 homo_ev=-16.828 e_above_lowest_kcal_mol=4.8
H -0.18747 -1.83560 0.45063 0.1748
P -0.44521 0.11387 -0.28684 0.4036
F -1.56993 1.07874 0.20401 -0.0263
F -0.38021 0.39046 -1.82156 -0.0284
O -0.92627 -1.36058 -0.09994 -0.0664
O 0.85909 0.23371 0.42451 -0.3455
Ag 2.65001 1.37941 1.12920 0.8883



[3]
141
Properties=species:S:1:pos:R:3:lowdin_charge:R:1 method="wB97M-V/def2-TZVPD" charge=-1 total_energy_ha=-6780.5395 largest_force_ev_per_a=3.91 homo_ev=-4.611
C -0.27494 2.92961 0.99315 -0.1701
C -1.24213 2.65267 -0.23770 -0.8132
I -2.43950 4.36779 -0.93894 0.6151
C -1.28275 1.37204 -0.81145 -0.7065
I -2.65376 1.13012 -2.52562 0.6792
Al -0.26750 -0.30313 -0.24667 0.0115
C 0.08153 -1.40514 -1.91346 -0.2679
C 1.27087 -0.94182 -2.86733 -0.3173
C 1.86036 0.51473 -2.65443 -0.4798
Cl 3.54456 0.41133 -1.85561 0.5184
C 1.45900 -0.00598 0.79874 -0.2427
C 1.27836 -0.24520 2.35676 -0.8321
O 0.83967 0.57031 3.17279 -0.0879
I 1.82415 -2.23304 3.13173 0.6774
P -1.77054 -1.58093 1.07728 0.4575
O -1.87182 -0.94069 2.67188 -0.5004
Cl -3.69618 -1.18930 0.23429 0.0646
H -0.34753 4.04848 1.24393 0.0531
H 0.79222 2.75525 0.66284 0.0674
H -0.59005 2.36438 1.92038 0.0728
H -0.86769 -1.50728 -2.55304 0.0331
H 0.31717 -2.48145 -1.57517 0.0650
H 2.12334 -1.69328 -2.82704 0.0869
H 0.87856 -0.98508 -3.94255 0.0858
H 2.08194 0.93799 -3.69748 0.0521
H 1.18252 1.27025 -2.15449 0.0703
H 2.18542 -0.82759 0.45392 0.0145
H 2.00944 0.97216 0.56149 0.0580
H -2.22898 -0.02721 2.62108 0.0294
C -5.17281 -0.22760 -5.87491 0.0345
N -4.01999 0.70320 -5.97459 -0.4479
O -4.24835 1.89204 -5.82849 0.0345
O -2.92845 0.20798 -6.19532 0.0270
H -6.07380 0.35082 -5.67860 0.0540
H -5.25314 -0.75649 -6.82389 0.0980
H -4.96828 -0.91508 -5.05516 0.1049
C -6.97481 3.56592 -3.42769 0.0457
N -6.91268 2.55339 -4.50703 -0.4273
O -6.83277 2.96033 -5.65455 0.0541
O -6.94764 1.38177 -4.16524 0.0331
H -6.93550 4.55752 -3.87369 0.1031
H -7.91396 3.41747 -2.89772 0.0597
H -6.11896 3.40393 -2.77244 0.1039
C 6.05586 -2.41154 0.22815 0.0530
N 4.92234 -2.34813 -0.73019 -0.4417
O 5.19750 -2.28336 -1.92100 0.0179
O 3.79892 -2.36650 -0.25463 0.0138
H 6.98877 -2.38767 -0.32954 0.0558
H 5.97724 -1.54752 0.88654 0.1070
H 5.96292 -3.34269 0.78471 0.1042
C 4.53996 2.63989 -4.97710 0.0345
N 3.40589 2.70433 -5.93653 -0.4401
O 3.67938 2.76823 -7.12503 0.0442
O 2.28384 2.68879 -5.46766 0.0634
H 5.47210 2.66216 -5.53545 0.0446
H 4.46338 3.50426 -4.31907 0.1122
H 4.44757 1.70840 -4.41833 0.0768
C 1.34720 -2.16940 -7.52631 0.0439
N 1.58562 -2.78204 -6.19388 -0.4305
O 2.03490 -2.06298 -5.32064 0.0476
O 1.31148 -3.96360 -6.07416 0.0610
H 1.63381 -1.12069 -7.48602 0.0949
H 1.95691 -2.70914 -8.24928 0.0955
H 0.28628 -2.27116 -7.74930 0.1012
C -6.36248 0.67607 1.79402 0.0342
N -6.78261 2.09657 1.91825 -0.4349
O -6.10995 2.93383 1.34255 0.0497
O -7.77543 2.32387 2.58996 0.0467
H -5.47083 0.62638 1.17203 0.0397
H -6.15433 0.30606 2.79544 0.0781
H -7.18443 0.13003 1.33409 0.1101
C -11.28793 4.73206 -4.35937 0.0473
N -10.27526 3.84731 -3.72818 -0.4268
O -9.85645 4.17093 -2.62708 0.0504
O -9.93812 2.86123 -4.35977 0.0785
H -11.49167 5.56454 -3.68957 0.0955
H -10.87202 5.08679 -5.30112 0.1039
H -12.18601 4.13854 -4.52233 0.1007
C -4.24856 -1.89962 5.48278 0.0412
N -5.39149 -1.83364 4.53576 -0.4360
O -5.12943 -1.77559 3.34943 0.0405
O -6.51324 -1.84220 5.01917 0.0439
H -3.32037 -1.88297 4.91262 0.0949
H -4.31489 -1.03258 6.13754 0.0932
H -4.33964 -2.82957 6.04781 0.0585
C -7.50550 5.89745 1.18523 0.0390
N -7.10515 7.25778 0.74006 -0.4502
O -6.99103 8.11827 1.59586 0.0527
O -6.91973 7.41441 -0.45341 0.0515
H -7.63549 5.90585 2.26483 0.0960
H -8.44142 5.65130 0.68580 0.1008
H -6.71182 5.20976 0.89841 0.0778
C -4.06832 -4.13451 9.82681 0.0583
N -4.01372 -3.37077 8.55364 -0.4112
O -4.16027 -2.16391 8.61873 0.0604
O -3.82552 -4.01109 7.53417 0.0609
H -4.24048 -3.43847 10.64529 0.0806
H -4.88762 -4.84722 9.74672 0.1052
H -3.11257 -4.64236 9.94588 0.1063
C 8.56351 -1.32750 -3.53281 0.0532
N 8.78959 -1.93638 -2.19791 -0.4232
O 9.23364 -1.21700 -1.31879 0.0571
O 8.51356 -3.11762 -2.07517 0.0433
H 8.85083 -0.27872 -3.49488 0.0651
H 9.17933 -1.87013 -4.24894 0.0833
H 7.50345 -1.42923 -3.76405 0.1066
C 11.27775 -3.60786 -0.58555 0.0389
N 12.70149 -3.97992 -0.79056 -0.4384
O 12.97410 -4.62749 -1.78782 0.0421
O 13.49545 -3.61042 0.05362 0.0665
H 10.69052 -4.00175 -1.41140 0.0759
H 10.95666 -4.04440 0.35883 0.1082
H 11.22265 -2.52107 -0.55732 0.0907
C -4.81651 0.79599 10.13370 0.0532
N -4.57660 0.18096 11.46502 -0.4259
O -4.11755 0.89474 12.33877 0.0687
O -4.85831 -1.00046 11.58819 0.0426
H -4.52342 1.84272 10.17104 0.0983
H -4.21427 0.25219 9.40746 0.0868
H -5.87913 0.70083 9.91618 0.1078
C 8.85678 2.22161 -6.82343 0.0560
N 8.30930 2.16669 -5.44334 -0.4040
O 7.25691 2.74392 -5.23380 0.0448
O 8.95461 1.54574 -4.61942 0.0622
H 8.18069 2.80425 -7.44533 0.1001
H 9.83606 2.69448 -6.76912 0.1031
H 8.93154 1.19825 -7.18777 0.1039
C 12.64046 -4.98248 -5.23575 0.0449
N 12.21486 -3.56481 -5.11234 -0.4371
O 12.88470 -2.72570 -5.68565 0.0691
O 11.22050 -3.34567 -4.44288 0.0474
H 13.53276 -5.02881 -5.85592 0.0956
H 12.84856 -5.35089 -4.23198 0.0832
H 11.82086 -5.53130 -5.69702 0.1022
C -3.88611 -1.62631 14.56100 0.0301
N -2.87167 -2.51291 15.18831 -0.4504
O -2.44435 -2.19128 16.28269 0.0603
O -2.54015 -3.50159 14.55828 0.0520
H -4.08374 -0.79155 15.22958 0.0976
H -3.47666 -1.27473 13.61739 0.0686
H -4.78705 -2.21709 14.40484 0.1018



[4]
22
Properties=species:S:1:pos:R:3:lowdin_charge:R:1 method="wB97M-V/def2-TZVPD" charge=+1 total_energy_ha=-403.8574 largest_force_ev_per_a=2.39 homo_ev=-13.831 e_above_lowest_kcal_mol=52.7
C -1.80590 -1.16346 -0.57620 -0.2396
O -2.39199 -0.25703 0.39055 -0.0842
C -1.25169 -0.37464 -1.74273 -0.1589
C 0.26031 -0.13273 -1.70157 -0.1489
C 0.74664 0.08943 -0.27548 -0.0560
C 2.03236 0.04863 -0.03211 -0.0689
N 2.51401 0.04508 1.38468 0.2115
H -1.13896 -1.77444 0.03076 0.1177
H -2.51872 -1.92832 -0.85211 0.1187
H -3.34148 -0.23205 0.23650 0.0941
H -1.46748 -0.77733 -2.73353 0.1221
H -1.79078 0.54856 -1.77152 0.1126
H 0.87830 -0.80977 -2.24677 0.1155
H 0.44615 0.83136 -2.13637 0.1183
H 0.01365 0.17427 0.51458 0.0930
H 2.83800 0.03449 -0.74689 0.1328
H 3.51707 0.12034 1.47612 0.1656
H 2.19754 -0.79263 1.87657 0.1765
H 2.03295 0.82792 1.83867 0.1466
H -0.65070 2.17268 3.08358 0.0526
H -0.87660 1.60425 1.64743 0.0114
O -0.24267 1.74541 2.33583 -0.0325